# 1
The following is a quantum chemistry calculation of a gas-phase ion, C6H10N3S (charge +1), from the Open Molecules 2025 dataset.

- LUMO level (alpha / beta): -3.28 / -5.69 eV
- Total charge: +1
- Relative energy (zero: lowest compared OMol25 entry of this formula, charge and spin): 0.0 kcal per mole
- HOMO energy (alpha / beta): -0.31244 / -0.51893 Eh
- Multiplicity: 3

```
20
Properties=species:S:1:pos:R:3:mulliken_spin:R:1
C 1.46 -1.36 0.68 0.023
C 0.89 0.41 -0.38 -0.020
C -1.91 -0.74 0.24 0.617
C -0.79 -1.44 -0.47 0.082
C -2.91 -0.11 -0.38 0.740
C 2.86 1.79 0.27 0.000
N 2.41 -0.50 0.87 0.005
N 2.06 0.60 0.21 0.002
N 0.48 -0.83 -0.10 0.016
S -4.18 0.70 0.49 0.437
H 1.44 -2.35 1.09 0.003
H 0.35 1.13 -0.97 0.001
H -1.88 -0.77 1.32 0.035
H -0.74 -2.49 -0.17 0.061
H -0.92 -1.37 -1.55 -0.008
H -2.98 -0.08 -1.46 0.009
H 2.76 2.36 -0.65 0.000
H 2.54 2.40 1.11 0.000
H 3.89 1.49 0.42 0.000
H -4.83 1.16 -0.57 -0.004
```

---

# 2
The following is a quantum chemistry calculation of a molecular structure, C2H4INS, from the Open Molecules 2025 dataset.

- LUMO level (alpha / beta): -3.59 / -3.60 eV
- Relative energy (zero: lowest compared OMol25 entry of this formula, charge and spin): 50.1 kcal per mole
- HOMO energy (alpha / beta): -0.34365 / -0.34362 Eh

```
9
Properties=species:S:1:pos:R:3:nbo_charge:R:1
C 0.36 -0.80 -0.37 0.143
C 0.18 0.54 0.24 -0.681
N -0.55 -1.61 -0.59 -0.661
S 2.09 -1.13 -0.57 0.167
I 1.83 -3.89 -2.23 -0.075
H 0.08 1.22 -0.53 0.239
H 0.97 0.81 0.84 0.224
H -0.74 0.73 0.84 0.250
H -0.62 -2.56 -0.80 0.393
```

---

# 3
The following is a quantum chemistry calculation of a molecular structure, C37H38BrNNaOSi, from the Open Molecules 2025 dataset.

- LUMO level: 2.07 eV
- Total charge: -1
- Relative energy (zero: lowest compared OMol25 entry of this formula, charge and spin): 9.5 kcal per mole
- HOMO energy: -0.13435 Eh

```
80
Properties=species:S:1:pos:R:3:mulliken_charge:R:1
Na 0.32 -0.34 -0.23 0.507
C 0.81 2.06 0.32 -1.518
Si -0.29 3.31 -0.24 0.380
C -2.11 2.99 0.22 -1.177
N -2.49 1.57 0.20 0.742
C -3.42 1.10 1.21 -0.597
C -4.81 0.76 0.63 -0.287
C -5.15 1.77 -0.46 -0.710
C -4.17 1.62 -1.64 -0.907
C -2.81 1.11 -1.13 0.076
C -0.23 3.49 -2.13 -0.032
C 0.39 2.51 -2.93 -0.182
C 0.40 2.60 -4.31 -0.670
C -0.22 3.67 -4.95 -0.396
C -0.83 4.66 -4.19 -0.696
C -0.83 4.56 -2.80 -0.136
C -0.04 5.15 0.29 0.362
C 1.17 5.76 -0.07 -0.218
C 1.48 7.06 0.30 -0.687
C 0.58 7.80 1.06 -0.381
C -0.63 7.22 1.43 -0.663
C -0.93 5.92 1.05 -0.042
H 0.73 1.84 1.39 0.373
H 1.86 2.17 0.04 0.203
H -2.74 3.58 -0.46 0.294
H -2.31 3.39 1.22 0.670
H -3.54 1.89 1.96 0.430
H -3.01 0.23 1.75 -0.208
H -5.55 0.77 1.43 0.504
H -4.82 -0.25 0.21 0.016
H -5.08 2.77 -0.04 0.203
H -6.18 1.64 -0.80 0.499
H -4.05 2.58 -2.14 0.270
H -4.56 0.93 -2.38 0.468
H -2.01 1.41 -1.81 0.113
H -2.80 0.01 -1.13 -0.359
H 0.87 1.68 -2.43 0.467
H 0.89 1.83 -4.90 0.427
H -0.21 3.74 -6.03 0.345
H -1.31 5.50 -4.67 0.383
H -1.30 5.35 -2.22 0.383
H 1.88 5.19 -0.65 0.295
H 2.42 7.49 0.00 0.365
H 0.82 8.81 1.35 0.347
H -1.34 7.79 2.02 0.355
H -1.88 5.51 1.36 0.229
Br 3.40 -0.51 -0.95 -0.168
C 3.45 -2.38 -0.61 0.344
C 4.66 -2.89 -0.25 -0.754
C 4.77 -4.28 0.01 -0.387
C 3.68 -5.09 -0.12 -0.932
C 2.42 -4.55 -0.51 1.097
C 1.31 -5.41 -0.67 -0.987
C 0.11 -4.89 -1.07 -0.793
C -0.02 -3.50 -1.28 -0.299
C 1.00 -2.56 -1.12 -1.396
C 2.26 -3.16 -0.76 1.457
H 5.52 -2.25 -0.16 0.392
H 5.73 -4.69 0.30 0.358
H 3.76 -6.15 0.06 0.318
H 1.43 -6.48 -0.49 0.288
H -0.74 -5.54 -1.21 0.391
H -1.02 -3.16 -1.56 0.323
C -0.35 -2.91 2.64 -1.800
C -1.34 -2.48 1.59 0.501
O -1.13 -1.51 0.89 -0.203
C -2.58 -3.33 1.36 0.602
C -3.41 -3.01 0.31 0.143
C -4.53 -3.78 0.05 -1.076
C -4.81 -4.88 0.85 -0.419
C -3.97 -5.21 1.91 -0.802
C -2.85 -4.43 2.16 -0.333
H 0.46 -2.19 2.68 0.364
H 0.05 -3.89 2.36 0.355
H -0.82 -3.00 3.62 0.452
H -3.16 -2.16 -0.32 0.569
H -5.18 -3.53 -0.78 0.417
H -5.69 -5.49 0.65 0.381
H -4.19 -6.07 2.53 0.390
H -2.19 -4.69 2.98 0.365
```

---

# 4
The following is a quantum chemistry calculation of 2 unconnected molecules or ions with the total composition C8H13NO2, from the Open Molecules 2025 dataset.

- LUMO level (alpha / beta): 0.74 / 0.76 eV
- Relative energy (zero: lowest compared OMol25 entry of this formula, charge and spin): 127.8 kcal per mole
- HOMO energy (alpha / beta): -0.27550 / -0.26535 Eh

```
24
Properties=species:S:1:pos:R:3:nbo_charge:R:1
C 3.31 0.21 0.83 -0.303
C 3.63 0.92 -0.36 -0.301
C 1.97 0.19 0.96 -0.043
C 2.43 1.33 -0.88 -0.069
C -0.83 2.03 0.41 -0.667
C -3.34 -1.90 0.73 -0.241
C -0.01 0.05 -2.43 -0.162
C -0.04 1.02 -0.29 0.430
N 1.39 0.94 -0.06 -0.395
O -2.73 -1.39 -0.37 -0.698
O -0.62 0.55 -1.37 -0.367
H 4.04 -0.42 1.35 0.225
H 4.62 0.86 -0.90 0.230
H 1.31 -0.25 1.63 0.207
H 2.18 1.96 -1.68 0.210
H -0.47 2.02 1.49 0.220
H -1.88 1.80 0.48 0.230
H -0.79 3.01 0.01 0.212
H -3.89 -1.19 1.43 0.145
H -2.49 -2.23 1.29 0.183
H -4.11 -2.68 0.51 0.153
H 1.09 -0.06 -2.25 0.169
H -0.66 -0.49 -3.04 0.172
H -3.39 -1.05 -0.93 0.460
```

---

# 5
The following is a quantum chemistry calculation of a single C5H12N4 molecule, from the Open Molecules 2025 dataset.

- Structure (SMILES): [H]/N=C(\C)[C@H](N)[C@H](N)N=C
- LUMO level: 1.02 eV
- Relative energy (zero: lowest compared OMol25 entry of this formula, charge and spin): 33.0 kcal per mole
- HOMO energy: -0.30963 Eh

```
21
Properties=species:S:1:pos:R:3:nbo_charge:R:1
C -1.00 0.55 0.12 0.070
C 0.24 -0.12 -0.45 -0.111
C 2.73 -0.66 0.29 -0.699
C 1.38 -0.18 0.75 0.353
N -1.64 -0.08 1.23 -0.848
N 0.82 0.52 -1.60 -0.836
C -3.07 0.17 -1.14 -0.068
N -1.90 0.61 -1.18 -0.434
N 1.06 0.05 1.94 -0.680
H -0.78 1.60 0.36 0.195
H 0.03 -1.16 -0.69 0.199
H -1.51 -1.09 1.21 0.356
H -1.25 0.27 2.09 0.400
H 0.19 0.41 -2.39 0.387
H 0.95 1.51 -1.43 0.356
H 1.79 -0.10 2.64 0.343
H 3.46 -0.64 1.10 0.210
H 2.65 -1.68 -0.09 0.230
H 3.08 -0.03 -0.52 0.248
H -3.55 -0.20 -0.23 0.163
H -3.70 0.26 -2.02 0.165
```

---

# 6
The following is a quantum chemistry calculation of 2 unconnected molecules or ions with the total composition C5H12N5O2, from the Open Molecules 2025 dataset.

- LUMO level: -3.70 eV
- Total charge: +1
- Relative energy (zero: lowest compared OMol25 entry of this formula, charge and spin): 138.3 kcal per mole
- HOMO energy: -0.43153 Eh

```
24
Properties=species:S:1:pos:R:3:nbo_charge:R:1
C -1.01 -1.12 2.34 -0.380
C -1.80 -0.30 1.25 -0.512
C 0.42 -0.79 1.94 -0.231
C -0.87 -0.43 0.16 0.572
C 1.65 -0.54 -0.25 0.129
N -1.31 -0.45 -1.18 -0.261
N 0.42 -0.58 0.49 -0.349
N 2.14 0.60 -2.29 0.143
N 1.89 0.19 -1.21 -0.095
N 2.62 1.59 -2.88 -0.444
O -0.42 -0.72 -2.20 -0.532
O -0.19 2.30 -0.34 -0.969
H -1.19 -0.67 3.32 0.245
H -1.31 -2.24 2.35 0.236
H -2.79 -0.85 1.16 0.272
H -2.02 0.70 1.58 0.273
H 0.62 0.16 2.50 0.222
H 0.98 -1.62 2.26 0.233
H 0.41 2.41 -1.04 0.482
H 2.38 -1.19 0.28 0.207
H -0.26 3.12 0.15 0.492
H -0.92 -1.18 -2.84 0.492
H -2.04 0.09 -1.54 0.408
H 2.61 1.53 -4.01 0.367
```

---

no.,electronic energy (eV),maximum force (eV Å⁻¹)
1,-21678.52393,8.66
2,-22562.13314,3.22
3,-124860.90233,0.93
4,-14086.77083,3.29
5,-11338.79098,3.25
6,-16912.53963,5.93